# 1
An isolated molecule of C3H7ClOS2, computed with the ωB97M-V functional and the def2-TZVPD basis.

As for the total energy: -1450.263615 Eh.

ORCA input file:
```
! wB97M-V def2-TZVPD RIJCOSX def2/J DEFGRID3
* xyz 0 1
C -1.261 -0.892 -0.801
C 0.099 -0.024 1.367
C -0.247 0.210 -0.223
O -0.846 1.419 -0.458
S 2.715 -1.410 -0.491
S 1.559 0.014 -1.201
Cl 2.088 1.898 -0.421
H -1.074 -1.989 -0.568
H -2.169 -0.628 -0.275
H -1.441 -0.676 -1.849
H 0.241 -1.144 1.573
H -0.558 0.522 1.992
H 1.109 0.582 1.499
H -0.215 2.118 -0.145
*
```

***

# 2
A structure of composition C27H35BaF2N8O4S3, computed with the ωB97M-V functional and the def2-TZVPD basis.

As for the total energy: -3208.720541 Eh.

ORCA input file:
```
! wB97M-V def2-TZVPD RIJCOSX def2/J DEFGRID3
* xyz -1 1
Ba 0.341 -0.103 0.738
N -0.483 2.177 -6.554
C -0.438 1.220 -5.533
C -0.137 1.602 -4.225
C -0.125 0.663 -3.215
C -0.425 -0.664 -3.491
C -0.746 -1.051 -4.781
C -0.743 -0.114 -5.801
S -0.450 -1.838 -2.174
O -0.707 -3.139 -2.738
O 0.818 -1.692 -1.452
N -1.506 -1.340 -1.095
C -2.825 -1.277 -1.398
N -3.636 -0.923 -0.377
C -4.935 -0.855 -0.631
C -5.479 -1.119 -1.874
C -4.562 -1.445 -2.865
N -3.263 -1.528 -2.653
H 0.056 3.007 -6.365
H -0.293 1.813 -7.473
H 0.082 2.637 -3.991
H 0.133 0.981 -2.213
H -1.003 -2.085 -4.968
H -0.993 -0.411 -6.814
H -5.563 -0.564 0.208
H -6.540 -1.057 -2.065
H -4.894 -1.644 -3.881
C -0.117 -3.652 1.509
O 0.611 -2.663 2.225
C 0.737 -2.902 3.614
C -0.577 -3.202 4.314
O -1.538 -2.187 4.170
C -1.358 -1.128 5.087
H 0.170 -4.658 1.836
H 0.137 -3.535 0.457
H -1.196 -3.516 1.629
H 1.222 -2.014 4.018
H 1.407 -3.758 3.780
H -0.364 -3.395 5.375
H -1.022 -4.109 3.901
H -1.477 -1.487 6.118
H -2.118 -0.381 4.873
H -0.374 -0.664 4.988
N 3.240 -0.469 3.430
C 2.346 0.393 3.955
N 1.213 0.695 3.366
C 0.492 1.606 4.110
C 1.037 1.974 5.293
S 2.569 1.193 5.493
C -0.810 2.045 3.600
C -1.444 3.186 3.955
S -2.980 3.265 3.176
C -2.630 1.756 2.383
N -1.469 1.243 2.683
N -3.557 1.185 1.569
H 3.297 -0.343 2.336
H 4.139 -0.474 3.887
H 0.616 2.608 6.055
H -1.086 3.984 4.584
H -4.028 1.841 0.963
H -3.251 0.363 1.043
F -2.081 2.059 -0.841
C -0.827 2.398 -0.194
F -0.156 3.153 -1.220
H -1.153 3.209 0.487
C 3.180 2.183 -2.257
C 3.983 0.946 -1.823
C 3.688 -0.210 -2.778
C 5.484 1.266 -1.894
C 3.639 0.614 -0.421
C 3.360 0.334 0.740
H 3.429 2.453 -3.289
H 3.402 3.031 -1.607
H 2.108 1.988 -2.197
H 3.970 0.073 -3.797
H 2.637 -0.474 -2.772
H 4.245 -1.104 -2.492
H 5.766 1.532 -2.918
H 6.072 0.400 -1.585
H 5.734 2.100 -1.235
*
```

***

Highest occupied orbital energy for the records above, in order: -8.6792, -4.2794 eV